(1)
A structure of composition C25H27CeIN3O3S at a distorted geometry, computed with ωB97M-V/def2-TZVPD.

The geometry in XYZ format:
```
61
Properties=species:S:1:pos:R:3:mulliken_charge:R:1
Ce 0.80 -0.14 -0.72 0.2418
I 3.69 0.57 -0.70 -0.2552
S 2.16 -3.05 -2.66 0.5132
O 0.71 -2.31 3.15 -0.5959
O 0.76 4.03 0.35 -0.6160
O 1.41 -1.74 -2.32 -0.4112
N 0.76 0.69 1.45 0.0188
N 0.63 -1.87 0.87 0.6947
N -0.02 2.09 -0.67 0.3888
C -2.16 3.96 0.11 -1.4815
C -1.83 3.62 -1.32 1.0134
C 2.11 0.29 3.36 -0.8555
C 0.72 -4.34 0.67 1.1178
C 0.59 2.84 0.32 -0.0853
C 1.27 -0.15 2.36 0.7412
C -1.64 -4.21 -0.84 -1.0570
C 3.52 -3.16 -1.53 -0.4933
C -2.59 4.17 -2.35 -0.8493
C 2.00 2.49 2.38 -0.6961
C 3.08 -2.63 -4.12 -1.0868
C 1.94 -4.47 1.54 -1.7535
C 0.57 1.49 -3.35 -1.4582
C -1.00 -5.42 -0.67 -0.9960
C 0.08 -3.12 0.45 -0.0606
C -0.55 2.43 -3.00 1.3425
C 0.84 -1.59 2.19 0.0359
C -0.80 2.75 -1.66 0.1172
C 1.14 1.98 1.44 0.4981
C 0.17 -5.48 0.08 -0.9348
C -2.35 3.86 -3.68 -0.8718
C -1.33 2.99 -4.00 -1.0518
C -1.85 -1.74 -0.42 -1.6848
C -1.12 -3.05 -0.28 1.4836
C 2.48 1.63 3.36 -0.4422
H 3.87 -3.38 -4.23 0.4481
H 1.66 -4.39 2.59 0.3726
H -3.18 4.33 0.18 0.5089
H -1.85 -1.18 0.51 0.3572
H -2.08 3.08 0.76 0.2298
H 0.30 0.44 -3.16 0.3863
H 3.16 2.00 4.12 0.4702
H 3.49 -1.63 -3.98 0.3143
H -1.48 4.71 0.50 0.3062
H 2.40 -2.67 -4.97 0.3806
H -2.88 -1.89 -0.73 0.5545
H 3.11 -3.03 -0.53 -0.2258
H -1.41 -6.32 -1.10 0.4379
H 0.65 -6.43 0.24 0.4577
H 2.67 -3.67 1.36 0.3246
H -1.42 -1.11 -1.22 0.3580
H 2.43 -5.42 1.38 0.4426
H 2.27 3.53 2.33 0.5417
H -2.96 4.31 -4.46 0.4044
H 0.78 1.52 -4.42 0.5229
H -1.12 2.74 -5.04 0.4158
H 4.25 -2.38 -1.74 0.3452
H -3.40 4.84 -2.09 0.4320
H 2.47 -0.42 4.10 0.5554
H 1.49 1.75 -2.82 0.2834
H 3.94 -4.16 -1.63 0.4565
H -2.57 -4.16 -1.40 0.4490
```

Results
- E: -2529.7493 Eh
- E_LUMO (alpha / beta): -5.22 / -5.22 eV
- Total charge: +1
- Highest occupied orbital energy (alpha / beta): -11.1 / -11.1 eV

=====

(2)
A cluster of 6 separate species, C18H52N4O6 in total at a distorted geometry, computed with ωB97M-V/def2-TZVPD.

The geometry in XYZ format:
```
80
Properties=species:S:1:pos:R:3:mulliken_charge:R:1
O -0.46 0.15 -0.62 -0.0632
O 3.15 2.06 3.74 -0.3139
O -4.31 -3.18 -1.29 -0.4600
O -1.50 -2.72 4.09 -0.4232
O -2.31 1.35 1.05 -0.4277
O 0.21 1.91 -4.00 -0.4022
N 3.61 2.33 -2.71 -0.6068
N 0.29 -2.21 0.87 -0.5173
N 4.20 1.47 0.30 -0.7285
N -0.85 -2.21 -2.52 -0.5663
C -3.01 -2.62 -1.28 -0.0315
C -2.18 -4.16 -3.16 -1.5582
C -1.94 3.35 2.30 -1.2563
C 3.26 1.37 4.96 -0.6461
C 3.33 2.03 1.34 0.2932
C 0.11 -2.45 2.31 0.3250
C -0.94 1.14 -3.78 -0.5523
C -1.34 -2.39 2.74 -0.5143
C -5.27 -2.52 -2.08 -0.6625
C 1.23 1.78 -3.05 0.1456
C 2.41 2.64 -3.53 0.1708
C -2.22 -2.75 -2.61 0.4940
C 0.98 -1.38 2.97 -1.2978
C -1.92 2.72 0.89 0.1209
C 2.82 2.26 -5.02 -1.3416
C 1.85 1.79 0.96 -0.8836
C -2.55 -2.02 4.75 -0.7443
C 3.74 1.39 2.67 -0.6460
H 5.13 1.67 0.67 0.2882
H 2.11 3.69 -3.54 0.3301
H 2.01 -1.60 2.69 0.3882
H -3.27 1.36 1.05 0.1931
H -0.11 -0.54 -0.03 0.1329
H 4.30 1.29 5.30 0.3157
H -4.93 -2.47 -3.12 0.2840
H 2.73 1.90 5.75 0.2568
H -3.16 -4.63 -3.26 0.3178
H 1.14 2.10 1.72 0.2785
H -6.22 -3.06 -2.13 0.3024
H 0.77 -0.39 2.58 0.0830
H -2.23 -0.98 4.89 0.2854
H -0.88 2.74 0.59 -0.0872
H 4.14 2.05 -0.53 0.3018
H 3.62 1.32 -2.85 0.2986
H -2.44 -2.99 -0.42 -0.1298
H -2.77 -2.15 -3.33 0.3154
H -0.91 -1.36 -1.96 0.0402
H -1.39 4.29 2.37 0.3826
H 3.86 2.55 -5.19 0.4498
H 4.42 2.53 -3.29 0.1993
H 0.51 -3.42 2.61 0.3498
H 1.49 0.72 -2.92 0.2907
H -2.62 3.18 0.19 0.4124
H -1.35 1.28 -2.78 0.0793
H -1.77 -1.42 2.46 0.2580
H 2.82 0.37 4.88 0.1929
H 1.18 -2.60 0.60 0.2724
H -3.03 -1.55 -1.01 0.3484
H 0.97 2.04 -2.02 -0.3991
H -1.22 0.52 -0.14 0.1668
H -1.54 -4.79 -2.53 0.3459
H 1.73 0.71 0.84 0.1301
H -0.33 -2.88 -1.96 0.3469
H -2.79 -2.41 5.74 0.2753
H -0.37 -2.80 0.36 0.0247
H -1.72 -4.21 -4.15 0.4030
H -2.92 3.65 2.67 0.3564
H -3.46 -1.99 4.14 0.3190
H 0.94 -1.41 4.06 0.4430
H -1.63 1.38 -4.59 0.3424
H -5.50 -1.50 -1.75 0.2555
H -1.94 -3.12 2.17 0.2977
H 2.66 1.20 -5.20 0.2979
H 1.65 2.28 0.01 0.1427
H 3.43 0.34 2.62 0.1869
H -1.42 2.72 3.02 0.2766
H 4.83 1.35 2.71 0.4180
H 2.16 2.74 -5.75 0.3206
H -0.66 0.10 -3.98 0.2981
H 3.62 3.08 1.48 0.4145
```

Results
- E: -1387.3578 Eh
- E_LUMO: 0.39 eV
- ΔE to the lowest compared entry with this formula, charge and spin: 9.8 kcal per mole
- Structure (SMILES): COC[C@H](C)N.COC[C@H](C)N.COC[C@H](C)N.COC[C@H](C)N.CCO.O
- Total charge: 0
- Highest occupied orbital energy: -8.9 eV

=====

(3)
A structure of composition C6H6O, computed with ωB97M-V/def2-TZVPD.

The geometry in XYZ format:
```
13
Properties=species:S:1:pos:R:3:mulliken_charge:R:1
O -1.46 -1.19 0.49 -0.4125
C -0.43 -1.37 -0.51 -0.4256
C -0.95 0.09 0.81 -0.0381
C 1.50 0.37 -0.01 -1.1169
C 0.13 0.03 -0.25 0.7924
C 2.63 0.63 0.32 0.0410
C -1.02 1.02 -0.36 -0.6708
H -0.86 0.39 1.85 0.3536
H -1.78 0.85 -1.11 0.1945
H -0.76 2.06 -0.17 0.3237
H -0.86 -1.55 -1.50 0.2302
H 0.25 -2.17 -0.23 0.3018
H 3.61 0.85 0.67 0.4266
```

Results
- E: -307.3169 Eh
- E_LUMO: 1.04 eV
- ΔE to the lowest compared entry with this formula, charge and spin: 91.9 kcal per mole
- Total charge: 0
- Highest occupied orbital energy: -9.1 eV

=====

no.,molecular weight (u)
1,716.6
2,420.6
3,94.1